The following is a DFT calculation (ωB97M-V/def2-TZVPD) of an isolated molecule of C23H18FN7 at a distorted geometry.

Computed properties:
Highest occupied orbital energy ... -8.1 eV
E_LUMO ... 0.038 eV
E_tot ... -37291.574 eV
SMILES ... Fc1ccc2cc([C@H]3CCCN3c3nc[nH]c4ncnc3-4)c(-c3ccccn3)nc2c1

```
49
Properties=species:S:1:pos:R:3:nbo_charge:R:1
F 4.48 -0.68 5.23 -0.32
C 3.37 -0.34 4.53 0.39
C 2.25 0.16 5.20 -0.28
C 1.13 0.59 4.48 -0.15
C 1.09 0.53 3.11 -0.13
C -0.01 1.02 2.39 -0.11
C 0.00 0.92 0.98 -0.01
C -1.24 1.45 0.28 -0.06
C -1.09 2.95 -0.02 -0.39
C -1.96 3.19 -1.24 -0.41
C -1.92 1.87 -2.03 -0.20
N -1.56 0.88 -1.03 -0.40
C -1.82 -0.47 -1.27 0.46
N -2.26 -0.73 -2.55 -0.51
C -2.51 -1.96 -2.97 0.30
N -2.42 -3.04 -2.10 -0.52
C -1.94 -2.88 -0.82 0.34
N -1.63 -3.77 0.05 -0.54
C -1.17 -3.00 1.12 0.20
N -1.26 -1.70 0.94 -0.50
C -1.70 -1.54 -0.37 -0.06
C 1.15 0.33 0.35 0.19
C 1.30 0.12 -1.10 0.16
C 1.49 -1.21 -1.45 -0.22
C 1.67 -1.55 -2.80 -0.17
C 1.71 -0.47 -3.70 -0.25
C 1.59 0.85 -3.29 0.02
N 1.37 1.15 -2.01 -0.42
N 2.21 -0.05 1.09 -0.42
C 2.18 -0.01 2.41 0.21
C 3.31 -0.41 3.13 -0.27
H 2.30 0.27 6.29 0.23
H 0.27 1.00 5.02 0.21
H -0.89 1.40 2.94 0.21
H -2.10 1.23 0.94 0.21
H -0.05 3.14 -0.27 0.23
H -1.39 3.51 0.86 0.22
H -3.02 3.38 -0.93 0.20
H -1.61 4.05 -1.81 0.22
H -1.12 1.90 -2.83 0.21
H -2.93 1.73 -2.45 0.21
H -2.81 -2.08 -4.00 0.21
H -2.60 -3.96 -2.41 0.42
H -0.74 -3.42 2.01 0.19
H 1.44 -1.95 -0.65 0.24
H 1.74 -2.55 -3.14 0.22
H 1.87 -0.71 -4.75 0.21
H 1.67 1.69 -3.96 0.20
H 4.17 -0.82 2.60 0.23
```